1.
Entry from the Open Molecules 2025 dataset: one molecule with the formula C2H3N3O in a non-equilibrium geometry (ωB97M-V with the def2-TZVPD basis set).

Geometry (Å):
H 2.4131 0.5808 0.1399
N 1.9852 -0.3247 0.0149
C 0.7260 -0.2361 -0.0102
N -0.1683 -1.3285 -0.0356
C -1.3295 -0.7878 0.0033
O -1.4133 0.5595 0.0456
N -0.0509 0.9270 -0.0563
H -2.2861 -1.3129 -0.0006
H 0.1237 1.9226 -0.1010

Atoms 1-6, force components in eV/Å:
0.20 0.26 -0.15
0.06 -0.38 0.23
0.28 0.61 -0.23
-0.83 0.88 0.01
0.16 -0.48 0.00
0.44 -0.06 -0.25

Energy above the lowest of the compared OMol25 structures with the same formula, charge and spin (kcal/mol): 53.6
Structure (SMILES): [H]/N=c1/nco[nH]1

2.
Entry from the Open Molecules 2025 dataset: one molecule with the formula C3H6N2S in a non-equilibrium geometry (ωB97M-V with the def2-TZVPD basis set).

Geometry (Å):
S -2.3003 0.1558 -0.2730
N -0.7181 0.0333 0.4481
C -0.1106 1.2357 -0.0728
N 1.1008 1.1202 -0.3540
C 1.5116 -0.1735 -0.0456
C 0.2020 -0.9848 -0.1837
H -3.1795 0.1228 0.8462
H -0.6570 2.3234 0.3006
H 2.1547 -0.1685 0.8599
H 2.2155 -0.6170 -0.7477
H 0.1489 -1.8208 0.3600
H -0.3681 -1.2267 -1.1379

Atoms 1-6, force components in eV/Å:
-1.53 -0.76 1.25
-0.83 1.36 -1.16
-1.01 2.96 3.76
0.67 2.89 -0.73
0.82 -2.79 -1.90
-1.97 2.58 -0.35

Energy above the lowest of the compared OMol25 structures with the same formula, charge and spin (kcal/mol): 73.8
Structure (SMILES): SN1C=NCC1

3.
Entry from the Open Molecules 2025 dataset: C24H35IrN2O3SSi as an isolated structure in a non-equilibrium geometry (ωB97M-V with the def2-TZVPD basis set).

Geometry (Å):
Ir 1.2440 -1.1386 -0.3267
C 5.4140 -1.4495 -1.2665
C 4.0222 -1.4532 -1.4031
N 3.2277 -1.3601 -0.3382
C 3.7898 -1.2536 0.8976
C 5.1555 -1.2633 1.1260
C 5.9837 -1.3670 -0.0141
C 5.6119 -1.1490 2.4860
C 4.7287 -1.0323 3.5101
C 3.3096 -1.0357 3.2682
C 2.3097 -0.9548 4.2611
C 0.9781 -0.9793 3.8992
C 0.6188 -1.0567 2.5531
N 1.5546 -1.1370 1.6065
C 2.8770 -1.1371 1.9550
H 6.0251 -1.5175 -2.1556
H 3.5537 -1.5483 -2.3760
H 7.0612 -1.3817 0.0992
H 6.6768 -1.1549 2.6792
H 5.0791 -0.9279 4.5288
H 2.5929 -0.8774 5.3043
H 0.1960 -0.9428 4.6446
H -0.4156 -1.0571 2.2389
C -2.7668 -2.1038 -1.7279
C -1.7193 -2.2475 -0.6463
C -0.7089 -3.3289 -0.9568
C -2.3493 -2.4201 0.7203
O -0.8667 -0.9738 -0.6333
Si -1.2477 0.6535 -0.5996
S 0.9811 1.0362 -0.5838
O -1.7398 1.0419 0.8412
C -2.2167 2.2795 1.5166
C -1.2712 3.4077 1.1322
C -2.1550 1.9968 3.0016
C -3.6276 2.5701 1.0418
O -1.9147 1.3093 -1.8456
C -1.6628 1.6738 -3.2599
C -1.0855 3.0780 -3.2531
C -0.6822 0.6842 -3.8667
C -3.0026 1.6303 -3.9652
H -3.3187 -3.0405 -1.8124
H -2.3144 -1.8868 -2.6955
H -3.4827 -1.3163 -1.4826
H -1.0452 -4.3249 -0.6748
H 0.1770 -3.0890 -0.3400
H -0.4326 -3.3409 -2.0129
H -3.0256 -3.2739 0.6982
H -2.9285 -1.5376 0.9961
H -1.6003 -2.6069 1.4910
H -0.2393 3.1520 1.3951
H -1.5378 4.3179 1.6665
H -1.3316 3.6166 0.0595
H -1.1259 1.8043 3.3151
H -2.7698 1.1322 3.2562
H -2.5270 2.8565 3.5565
H -3.6559 2.6793 -0.0436
H -3.9830 3.4954 1.4925
H -4.3088 1.7663 1.3237
H -0.1721 3.1218 -2.6500
H -1.8040 3.7922 -2.8520
H -0.8355 3.3799 -4.2693
H 0.2543 0.6641 -3.2904
H -0.4350 0.9825 -4.8838
H -1.1020 -0.3231 -3.9020
H -3.6886 2.3570 -3.5318
H -3.4568 0.6420 -3.8831
H -2.8694 1.8678 -5.0198

Atoms 1-6, force components in eV/Å:
-1.99 0.30 -0.61
-0.01 -0.09 0.09
0.06 -0.04 0.07
0.52 0.46 -0.12
0.02 -0.04 -0.23
0.21 -0.03 0.11

Net charge: +3
Spin multiplicity: 2
Energy above the lowest of the compared OMol25 structures with the same formula, charge and spin (kcal/mol): 1.9

4.
Entry from the Open Molecules 2025 dataset: a 3-piece molecular cluster, C15H18FN3O3 overall (ωB97M-V with the def2-TZVPD basis set).

Geometry (Å):
C 2.7522 3.4568 -0.8336
C 1.4655 4.2283 -0.5398
C 0.5428 3.4972 0.4109
N 1.0919 3.1776 1.7154
O -0.6760 4.2222 0.6831
C -1.6474 3.3032 0.9410
O -2.7441 3.5497 1.2877
O -1.1487 2.0342 0.7229
C -0.1193 2.2562 -0.2002
F -0.7244 2.6394 -1.3687
H 3.2269 3.0559 0.0630
H 2.5617 2.6129 -1.5004
H 3.4696 4.1015 -1.3371
H 1.6834 5.2214 -0.1411
H 0.9278 4.3870 -1.4763
H 2.0910 3.0249 1.6957
H 0.8899 3.9450 2.3449
H 0.4813 1.3816 -0.4291
C -0.5817 -1.2527 1.9814
C 0.5526 -0.4603 1.9048
C 1.7932 -1.0799 1.9297
N 1.9604 -2.3978 2.0236
C 0.8623 -3.1463 2.0900
C -0.4248 -2.6256 2.0688
H -1.5660 -0.8011 1.9653
H 0.4786 0.6156 1.8422
H 2.7041 -0.4926 1.8702
H 1.0211 -4.2172 2.1555
H -1.2801 -3.2863 2.1198
C -2.9354 -3.4491 -2.0645
C -2.0116 -3.0423 -1.1154
C -0.6802 -3.3877 -1.2960
N -0.2388 -4.0912 -2.3377
C -1.1375 -4.4776 -3.2396
C -2.4906 -4.1840 -3.1511
H -3.9828 -3.1968 -1.9594
H -2.3137 -2.4649 -0.2521
H 0.0743 -3.0832 -0.5803
H -0.7531 -5.0511 -4.0762
H -3.1744 -4.5230 -3.9173

Atoms 1-6, force components in eV/Å:
-0.16 -0.15 -0.09
-0.21 0.33 -0.25
0.02 -0.15 0.03
0.14 -0.05 -0.08
0.17 -0.01 0.07
0.31 -0.03 0.13

Energy above the lowest of the compared OMol25 structures with the same formula, charge and spin (kcal/mol): 0.0
Structure (SMILES): CC[C@@]1(N)OC(=O)O[C@H]1F.c1ccncc1.c1ccncc1